No. 1
{"formula": "C4H12N2O2", "method": "ωB97M-V/def2-TZVPD", "charge": 0, "de_lowest_kj_mol": 368.1, "smiles": "CC(O)=C(N)N.CO", "lumo_energy_ev": 0.612, "homo_energy_ev": -8.106, "symbols": ["C", "O", "H", "H", "H", "H", "C", "C", "C", "N", "N", "O", "H", "H", "H", "H", "H", "H", "H", "H"], "coordinates": [[1.057492, -1.481922, 1.504525], [2.010010, -0.671835, 0.988984], [1.437740, 0.022690, 0.256790], [1.301844, -2.543182, 1.381112], [0.761739, -1.245377, 2.539353], [0.076008, -1.259755, 0.893031], [-1.849214, 0.392411, 0.578881], [0.364962, 0.625335, -0.684553], [-0.754908, -0.128434, -0.308082], [0.503761, 1.944504, -0.146031], [0.873181, 0.467646, -2.015201], [-1.091075, -1.166634, -1.165527], [-1.962776, -1.512806, -0.951750], [-0.199578, 2.585618, -0.493939], [1.423214, 2.326860, -0.333614], [1.886389, 0.483285, -2.017635], [0.559739, -0.405332, -2.421365], [-2.329905, -0.433873, 1.106483], [-2.611291, 0.904203, -0.017788], [-1.457330, 1.096601, 1.306326]], "forces_ev_per_angstrom": [[-2.152, -0.026, -0.498], [-0.306, 2.430, -2.064], [1.499, -2.269, 2.217], [-0.094, 0.056, 0.090], [0.338, -0.132, 0.004], [1.119, -0.817, 1.056], [0.386, -0.426, 0.141], [-2.259, 0.202, -0.631], [0.739, 1.321, -1.386], [0.031, -0.158, 0.494], [0.226, -0.408, 0.366], [0.260, 0.408, 0.254], [0.060, 0.008, 0.177], [0.099, -0.053, -0.172], [-0.149, -0.038, 0.083], [0.031, -0.053, -0.144], [0.075, -0.036, -0.011], [-0.054, 0.030, 0.083], [0.078, -0.024, -0.090], [0.072, -0.013, 0.031]]}

No. 2
{"formula": "C4H12N2O3", "method": "ωB97M-V/def2-TZVPD", "charge": 0, "de_lowest_kj_mol": 308.6, "lumo_energy_ev": 0.636, "homo_energy_ev": -7.280, "symbols": ["C", "C", "C", "C", "N", "N", "O", "O", "O", "H", "H", "H", "H", "H", "H", "H", "H", "H", "H", "H", "H"], "coordinates": [[-1.162367, 0.127688, 0.213265], [0.189394, 0.809066, 0.334610], [1.814969, -0.390942, 0.026284], [-1.425673, -0.827479, 1.371537], [-1.203023, -0.615935, -1.046305], [1.648114, -1.115284, -1.125303], [-2.227905, 1.101988, 0.271242], [0.336066, 1.711952, -0.751206], [2.857010, 0.499053, -0.062807], [-1.945728, 1.865092, -0.248694], [1.268206, 1.961770, -0.804806], [3.425276, 0.396236, 0.714696], [0.272684, 1.334337, 1.295247], [1.275384, -0.596990, 0.976859], [-1.050735, 0.037540, -1.809503], [-2.130877, -1.009596, -1.165014], [0.720350, -1.533833, -1.183883], [1.837230, -0.578632, -1.968252], [-1.247914, -0.323595, 2.319246], [-2.465622, -1.148834, 1.344559], [-0.784840, -1.703601, 1.298228]], "forces_ev_per_angstrom": [[-0.067, -0.132, -0.197], [1.412, -0.090, -1.561], [-3.725, 1.959, 1.643], [0.144, 0.212, -0.186], [-0.146, 0.090, 0.155], [0.021, -0.801, -0.294], [0.279, -0.076, 0.090], [-0.429, 0.355, -0.035], [0.159, -0.169, 0.667], [0.031, -0.026, -0.007], [-0.072, -0.050, 0.061], [-0.157, 0.161, -0.263], [0.120, -0.146, 0.044], [2.264, -1.482, -0.493], [0.015, -0.038, 0.034], [0.011, 0.062, 0.014], [0.161, 0.171, 0.018], [-0.009, 0.054, 0.246], [-0.031, 0.019, 0.062], [-0.033, -0.016, -0.013], [0.051, -0.059, 0.015]]}

No. 3
{"formula": "C4H12N2OP", "method": "ωB97M-V/def2-TZVPD", "charge": 1, "de_lowest_kj_mol": 118.5, "smiles": "C[C@H]1COC[N@@H+]1[PH2]=N", "lumo_energy_ev": -3.340, "homo_energy_ev": -14.194, "symbols": ["C", "C", "C", "O", "C", "N", "P", "N", "H", "H", "H", "H", "H", "H", "H", "H", "H", "H", "H", "H"], "coordinates": [[1.714520, -1.015222, -0.144933], [0.806956, 0.134292, 0.244800], [1.273808, 1.526514, -0.220760], [0.131646, 2.374826, 0.015613], [-0.978805, 1.579294, 0.259213], [-0.558048, 0.212152, -0.322229], [-1.760153, -1.114588, 0.009531], [-1.233278, -2.148313, 1.033179], [2.560143, -0.637800, -0.706280], [1.216147, -1.783026, -0.718525], [2.102401, -1.463760, 0.756360], [0.761018, 0.218517, 1.322818], [2.163745, 1.883664, 0.268971], [1.377422, 1.466254, -1.301018], [-1.884577, 1.913285, -0.225293], [-1.060501, 1.431467, 1.331241], [-0.554882, 0.401697, -1.328547], [-2.849756, -0.343144, 0.427392], [-2.051501, -1.578398, -1.281692], [-1.176303, -3.057707, 0.580158]], "forces_ev_per_angstrom": [[-0.058, 0.259, -0.078], [1.568, 0.853, -0.098], [-0.946, -0.719, -0.370], [0.038, 0.308, -0.185], [1.013, -0.446, 0.156], [-1.610, 0.731, 0.326], [0.041, -1.494, 0.940], [-0.379, 0.455, -0.688], [0.148, -0.022, -0.279], [-0.103, -0.182, -0.151], [0.046, -0.281, 0.165], [-0.699, -0.395, 0.253], [0.145, 0.221, 0.167], [0.645, 0.237, -0.237], [-0.137, 0.327, -0.074], [-0.656, -0.160, 0.200], [0.455, -0.351, -0.114], [0.182, 0.355, -0.145], [-0.027, 0.447, -0.173], [0.334, -0.141, 0.385]]}

No. 4
{"formula": "C4H12N2S", "method": "ωB97M-V/def2-TZVPD", "charge": 0, "de_lowest_kj_mol": 98.0, "smiles": "NCCNCCS", "lumo_energy_ev": 1.023, "homo_energy_ev": -8.463, "symbols": ["C", "N", "C", "C", "S", "C", "N", "H", "H", "H", "H", "H", "H", "H", "H", "H", "H", "H", "H"], "coordinates": [[0.060484, -0.992973, 0.877815], [0.526419, 0.400553, 0.910205], [-0.254283, 1.412088, 0.245571], [0.285385, 1.763914, -1.176527], [-0.303838, 0.955174, -2.691704], [0.306065, -1.615873, 2.244399], [-0.352849, -2.927418, 2.337668], [-0.967530, -1.014595, 0.507617], [0.694922, -1.503936, 0.145202], [0.667310, 0.044369, -2.861120], [-0.079654, 2.337751, 0.800037], [-1.337602, 1.242481, 0.181670], [-0.099482, 2.761350, -1.411662], [1.360411, 1.813184, -1.021158], [-0.097100, -0.964887, 3.043907], [1.339808, -1.705537, 2.585431], [-0.242278, -3.412931, 3.221341], [0.875827, 0.718752, 1.779612], [-1.246487, -2.916935, 1.884522]], "forces_ev_per_angstrom": [[1.840, 0.804, 0.055], [-0.662, -0.340, -0.940], [0.514, 0.302, -0.946], [-0.716, 0.743, 0.644], [0.361, -0.573, 0.260], [-1.519, -0.563, 1.464], [1.330, 0.215, -0.585], [-0.160, -0.256, 0.431], [-0.369, -0.340, -0.031], [-0.106, -0.047, 0.110], [-0.269, 0.051, 0.029], [0.059, -0.271, 0.265], [0.352, 0.204, 0.343], [0.126, -0.062, -0.722], [-0.222, 0.334, -0.444], [0.303, -0.118, -0.882], [-0.527, 0.267, -0.401], [0.042, -0.041, 0.838], [-0.377, -0.309, 0.512]]}

No. 5
{"formula": "C4H12N2S", "method": "ωB97M-V/def2-TZVPD", "charge": 1, "de_lowest_kj_mol": 162.6, "lumo_energy_ev": [-3.190, -7.828], "homo_energy_ev": [-12.957, -12.904], "spin_multiplicity": 2, "symbols": ["C", "N", "C", "C", "S", "C", "N", "H", "H", "H", "H", "H", "H", "H", "H", "H", "H", "H", "H"], "coordinates": [[0.550913, 1.451381, -2.174877], [-0.153366, 1.586254, -0.901710], [-0.044040, 0.640596, 0.176545], [-0.185130, -0.798524, -0.310267], [-1.527644, -1.896937, 0.151353], [1.190924, 0.979012, 1.007259], [1.477904, -0.018801, 2.008662], [-0.124059, 1.194797, -2.995973], [0.906877, 2.456511, -2.412410], [1.385551, 0.762533, -2.072447], [-0.210341, 2.568525, -0.653962], [-0.946286, 0.864970, 0.778968], [-0.332443, -0.769806, -1.399130], [0.772006, -1.323873, -0.291298], [-0.816466, -2.696389, 0.921732], [1.157114, 2.000009, 1.423388], [2.085336, 1.089611, 0.377987], [0.699140, -0.163780, 2.623976], [2.279770, 0.236286, 2.561424]], "forces_ev_per_angstrom": [[-0.252, 0.692, 0.257], [1.711, 0.060, -0.552], [-2.207, -0.205, 0.348], [1.181, -0.544, -2.193], [-0.403, 0.544, 0.345], [1.871, 1.037, 0.615], [-0.435, -0.347, -0.611], [-0.056, -0.376, 0.113], [0.137, -0.132, -0.086], [-0.165, -0.246, -0.125], [-0.704, 0.040, 0.434], [0.318, -0.011, 0.228], [-0.058, 0.353, 0.117], [-0.084, 0.020, 0.601], [0.256, -0.280, 0.478], [-0.824, -0.061, -0.041], [-0.206, -0.550, -0.340], [-0.293, -0.009, 0.388], [0.212, 0.016, 0.024]]}

No. 6
{"formula": "C4H12N2S2", "method": "ωB97M-V/def2-TZVPD", "charge": -1, "de_lowest_kj_mol": 173.6, "lumo_energy_ev": [2.823, 2.455], "homo_energy_ev": [-2.901, -2.894], "spin_multiplicity": 2, "symbols": ["N", "C", "C", "S", "S", "C", "C", "N", "H", "H", "H", "H", "H", "H", "H", "H", "H", "H", "H", "H"], "coordinates": [[-0.214679, -2.469137, 1.946014], [0.277220, -1.117790, 1.450184], [1.014375, -1.413943, 0.184762], [-0.176145, -2.255045, -0.987023], [0.084258, 2.840501, 0.877713], [0.576499, 1.791254, -0.429731], [-0.204220, 1.419200, -1.684639], [-1.616080, 0.867141, -1.563190], [-0.426426, -3.068265, 1.108607], [-1.093402, -2.443853, 2.402828], [-0.537739, -0.350519, 1.215145], [0.955386, -0.833647, 2.254890], [1.339777, -0.469587, -0.295534], [1.885723, -2.115384, 0.375397], [1.655930, 1.895890, -0.483064], [-0.005843, 4.016404, 0.213677], [0.380458, 0.594834, -2.293941], [-0.451732, 2.226411, -2.368296], [-1.890384, 1.061455, -0.414344], [-1.552976, -0.175920, -1.509454]], "forces_ev_per_angstrom": [[0.589, -0.120, -1.053], [-1.231, -1.441, 0.715], [0.263, -0.638, -1.329], [0.579, 0.333, -0.360], [-0.834, 0.086, 0.379], [0.271, 0.624, -1.284], [-0.437, -2.422, -0.714], [-0.240, 0.098, 5.071], [0.426, 0.975, 0.591], [-0.872, 0.532, 0.693], [0.895, -0.939, 0.570], [-0.025, 0.832, -0.047], [0.200, -0.592, 0.351], [-0.832, 0.956, -0.165], [-0.006, -0.753, -0.488], [-0.064, -0.115, -0.071], [-0.803, 1.650, 1.269], [1.024, 0.818, 0.034], [0.716, -0.533, -4.095], [0.379, 0.649, -0.065]]}